(1)
48
Properties=species:S:1:pos:R:3:forces:R:3 method="wB97M-V/def2-TZVPD" multiplicity=1 total_charge=+2 orbital_gap_ev=6.6 relative_energy_kcal_mol=47.3 e_tot_ev=-50989.484 max_force_ev_per_a=3.1
C -0.343 1.454 3.127 -0.11 -0.17 0.02
C 1.797 2.183 -3.626 0.09 -0.39 0.10
C 0.253 1.102 1.918 0.38 0.22 0.02
N 1.732 -1.613 -1.140 0.68 0.39 -1.20
H 0.916 -2.459 3.037 0.04 0.01 0.00
H 1.509 2.995 -4.295 -0.01 0.02 0.02
H -4.366 0.725 3.168 0.01 -0.02 0.01
N -0.412 0.591 0.910 -0.58 0.83 -1.72
C 0.376 3.523 -1.558 -0.05 -0.09 0.07
H -1.921 1.922 -2.784 0.00 0.01 0.00
H 0.278 1.873 3.906 -0.01 -0.01 0.01
C 1.235 -3.181 0.360 0.39 -0.10 -0.25
C -1.694 1.261 3.254 -0.02 0.04 0.06
H -1.028 2.704 -4.109 0.07 0.04 0.04
C -4.488 -0.135 1.222 -0.03 0.01 0.04
C 2.846 -2.312 -1.259 -0.06 -0.29 0.14
N 3.853 -2.000 -2.064 -0.01 0.00 0.01
C -2.451 -0.252 -0.062 0.15 0.08 0.01
C -1.755 0.344 1.008 -0.16 0.01 0.01
H 0.230 4.324 -2.285 -0.01 0.01 0.01
H 1.956 1.282 -4.218 0.00 0.01 -0.03
C -3.790 -0.499 0.051 0.00 0.02 -0.02
C -1.038 1.860 -3.419 -0.09 -0.60 0.27
H -1.078 0.936 -3.998 -0.02 0.02 -0.04
C 0.515 -3.894 1.447 0.15 -0.03 0.30
H -1.896 -0.516 -0.959 -0.12 -0.07 -0.04
H 0.621 -4.970 1.305 -0.09 0.00 -0.09
C -2.440 0.690 2.198 0.20 -0.09 -0.11
H -4.330 -0.975 -0.757 0.03 0.02 -0.03
H -2.198 1.546 4.170 -0.04 -0.01 -0.02
O 2.096 1.018 0.437 0.28 -0.35 -1.96
H 0.597 -4.104 3.593 0.02 0.00 0.02
H -5.552 -0.320 1.286 0.00 -0.02 0.00
H 4.681 -2.569 -2.115 0.01 0.02 -0.01
H -0.458 3.520 -0.857 -0.01 0.01 0.00
Ir 0.754 0.249 -0.876 -0.53 -0.87 2.94
C 1.728 1.300 1.672 -1.47 0.25 0.76
C 1.089 -3.514 2.823 -0.08 0.01 -0.08
H 1.301 3.704 -1.010 0.01 -0.04 0.00
S 2.807 -3.706 -0.228 -0.14 0.13 -0.01
H 2.723 2.450 -3.118 -0.01 -0.01 0.03
N 0.848 -2.108 -0.228 -0.22 0.52 0.17
O 2.424 1.685 2.559 0.72 -0.07 -0.42
C -3.832 0.446 2.268 -0.02 0.02 0.08
P 0.469 1.942 -2.425 0.67 0.55 0.96
H -0.543 -3.641 1.398 0.00 -0.01 -0.13
H 2.160 -3.710 2.874 0.00 0.00 0.04
H 3.823 -1.151 -2.605 0.01 -0.02 0.00

=====

(2)
41
Properties=species:S:1:pos:R:3:forces:R:3 method="wB97M-V/def2-TZVPD" multiplicity=1 orbital_gap_ev=8.4 relative_energy_kcal_mol=0.0 smiles=Cc1cc(NCC2CCCCC2)nc2ccccc12 e_tot_ev=-20967.384 max_force_ev_per_a=0.7
H 2.061 2.245 2.580 0.07 0.09 0.05
H -0.049 2.010 1.407 -0.06 -0.04 -0.11
C 3.104 -1.269 1.432 -0.14 -0.08 -0.10
C -2.506 -0.408 -1.723 0.41 0.08 -0.20
H 4.144 -0.950 1.529 0.08 -0.04 -0.02
C 1.570 1.993 0.067 0.53 0.01 -0.05
H 0.201 -0.278 -3.786 0.10 0.03 -0.02
H -4.331 0.178 1.137 -0.04 0.00 0.03
H -1.335 -1.581 -5.229 0.05 -0.01 -0.06
H -4.353 -1.394 -2.225 -0.09 -0.03 0.02
H 3.111 -2.300 1.075 0.11 -0.01 0.01
C -0.674 1.032 -0.258 -0.12 -0.19 -0.61
H 3.577 1.434 0.481 -0.02 -0.02 -0.02
H -4.393 -1.320 0.200 -0.07 -0.05 0.00
H -2.193 1.133 1.282 -0.07 0.02 0.08
H 1.818 3.047 0.240 0.00 -0.07 -0.08
H 1.568 0.353 4.052 -0.10 0.00 -0.02
C -4.231 -0.244 0.140 0.08 0.04 0.00
H 3.506 1.263 2.764 0.03 0.08 0.06
C -3.357 -1.148 -2.562 -0.05 -0.05 -0.08
H -5.007 0.180 -0.496 -0.09 -0.02 -0.01
C 2.585 1.105 0.808 -0.25 0.09 -0.17
C 2.501 1.274 2.337 -0.10 -0.06 -0.03
C -1.650 -1.248 -4.250 0.14 0.06 0.00
C -2.875 0.051 -0.423 0.23 0.19 0.26
C -0.796 -0.530 -3.460 -0.08 -0.08 -0.11
C -1.959 0.763 0.293 -0.27 -0.20 -0.11
H 1.667 -1.996 2.881 0.03 -0.05 0.04
H 0.702 0.107 2.539 -0.07 0.01 0.03
N -0.314 0.613 -1.451 0.39 0.36 0.49
C 1.696 0.152 2.986 0.13 0.02 0.18
C -2.938 -1.559 -3.800 -0.26 -0.09 0.03
C 2.411 -0.367 0.417 0.30 0.01 0.05
H 1.351 -0.621 0.368 -0.08 -0.03 -0.06
H 1.618 1.784 -1.003 0.07 0.16 0.08
N 0.204 1.775 0.461 -0.02 0.17 0.48
H -3.603 -2.126 -4.435 -0.06 -0.03 -0.02
C -1.199 -0.091 -2.182 -0.58 -0.25 0.01
C 2.403 -1.194 2.795 -0.02 0.02 -0.01
H 3.138 -1.341 3.589 -0.04 -0.04 0.06
H 2.826 -0.528 -0.579 -0.10 0.00 -0.07

=====

(3)
45
Properties=species:S:1:pos:R:3:forces:R:3 method="wB97M-V/def2-TZVPD" multiplicity=1 orbital_gap_ev=9.0 relative_energy_kcal_mol=84.2 smiles="COc1ccc([C@@H](NS(=O)(=O)c2ccc(C)cc2)N(C)C)cc1" e_tot_ev=-37941.569 max_force_ev_per_a=2.1
C 0.693 -2.636 1.057 -0.49 -0.29 -0.22
H 4.688 -2.673 -2.280 -1.31 0.21 0.49
H 3.195 -1.778 -4.664 0.00 0.20 0.37
H -0.371 -3.182 -2.652 -0.10 0.24 0.21
S -0.329 1.061 -2.521 -1.09 -1.42 -1.11
O -0.017 2.368 -3.013 0.65 0.31 0.65
C 3.545 -1.167 -3.800 0.20 -0.03 -0.15
H 2.243 -1.392 0.295 -0.46 0.20 -0.28
H -1.355 -4.609 3.658 0.25 0.26 -0.36
H -1.555 -4.384 -0.813 -0.31 -0.27 -0.03
C -0.135 -2.998 -1.606 0.46 -0.21 0.15
C -0.903 -0.362 -6.236 -0.08 -0.04 -0.27
C -0.594 0.515 -5.209 0.15 -0.13 0.41
C -0.676 -3.991 3.052 -0.39 -0.19 -0.51
H -0.777 -2.934 3.355 0.09 -0.42 -0.11
C -1.918 -2.483 -7.118 -0.07 0.01 -0.14
C -0.374 -3.488 0.731 -0.09 0.09 -0.09
O -1.268 0.906 -1.431 1.01 0.08 0.03
C 0.904 -2.143 -1.269 0.25 1.30 -1.51
H 3.215 -3.480 -1.627 0.08 0.36 -0.03
H -0.531 -0.193 -7.251 -0.08 0.11 0.37
C -2.212 -1.710 -4.736 -0.20 -0.19 -0.34
C 3.694 -2.494 -1.765 0.79 -0.18 0.39
H 3.348 -0.114 -4.024 0.04 -0.13 -0.05
H -2.850 -2.586 -4.579 0.15 0.36 0.05
N 2.918 -1.536 -2.532 0.33 0.84 -0.41
H -2.419 -2.024 -7.969 -0.09 0.19 -0.02
H 3.958 -2.077 -0.773 -0.10 -0.45 -0.30
H 1.426 0.419 -1.383 0.39 0.89 0.94
N 1.133 0.193 -2.308 0.20 0.40 0.60
O -1.102 -4.162 1.670 0.58 0.15 0.93
H 1.109 -1.390 -3.405 -1.08 -1.56 -0.70
H -2.547 -3.305 -6.787 0.08 -0.14 0.03
H 0.006 1.408 -5.400 -0.10 -0.38 0.22
C -0.762 -3.693 -0.612 0.05 -0.03 1.35
C -1.044 0.222 -3.909 0.13 -0.62 -0.35
H -0.976 -2.869 -7.506 0.03 -0.15 0.09
C 1.346 -1.957 0.037 -0.29 -0.57 -0.11
H 0.992 -2.480 2.084 0.04 -0.09 -0.09
H -2.364 -1.004 -2.700 0.37 0.05 -0.31
C 1.476 -1.311 -2.409 1.15 0.34 -0.19
H 0.361 -4.344 3.202 -0.43 0.20 -0.15
C -1.675 -1.505 -6.008 0.00 0.19 0.26
C -1.927 -0.845 -3.690 0.36 0.19 0.27
H 4.655 -1.317 -3.737 -1.08 0.31 0.00

=====

(4)
47
Properties=species:S:1:pos:R:3:forces:R:3 method="wB97M-V/def2-TZVPD" multiplicity=1 orbital_gap_ev=7.9 relative_energy_kcal_mol=42.0 smiles="CNC(=S)N(CCN(C)C)Cc1cc2cc3c(cc2[nH]c1=O)OCO3" e_tot_ev=-40924.445 max_force_ev_per_a=1.3
C -0.578 -0.699 -2.036 0.29 0.00 0.00
H 7.659 -0.683 1.618 -0.17 0.11 -0.20
H -3.026 -0.344 -2.550 -0.01 -0.05 0.06
N 1.807 1.520 -0.146 -0.13 0.33 0.20
C -3.248 2.046 1.288 0.07 0.00 0.05
H -5.726 1.662 0.278 0.01 0.01 -0.02
C 3.034 -0.407 -0.811 0.05 0.47 0.23
H -3.722 -1.111 -1.118 0.01 0.03 -0.09
H -0.350 -1.661 -2.515 -0.01 0.15 -0.02
H 8.176 0.147 0.111 -0.27 -0.05 0.08
C -2.982 -0.380 -1.459 -0.24 0.43 -0.01
O 6.579 -1.140 -0.076 -0.27 -0.20 -0.21
O -0.345 1.864 -0.673 -0.35 0.19 -0.04
H 4.077 2.306 1.020 0.00 0.15 0.08
N -1.663 -0.855 -1.087 -0.12 -0.02 0.21
H 4.270 -2.107 -1.335 0.01 -0.16 -0.09
H -2.993 -0.643 0.950 0.04 0.00 -0.03
H -5.422 0.609 1.676 -0.08 -0.03 0.02
N -3.739 0.933 0.495 -0.11 0.23 -0.06
C 2.986 0.832 -0.143 0.33 -0.65 -0.26
H -1.781 -3.121 2.085 -0.10 0.07 0.10
H 1.865 -1.837 -1.911 -0.09 -0.11 -0.04
H -3.470 1.860 2.339 -0.01 0.06 0.06
C -5.174 0.777 0.629 0.03 -0.05 0.03
C 1.839 -0.872 -1.428 -0.34 0.44 -0.04
C -3.318 1.011 -0.901 0.05 -0.16 -0.22
C 4.229 -1.154 -0.836 0.41 0.18 0.26
H -1.889 -1.615 3.013 0.02 -0.05 -0.01
H -4.095 1.477 -1.524 -0.05 0.02 0.03
C 5.314 -0.629 -0.198 -0.27 0.37 0.10
C 0.681 -0.169 -1.399 0.19 -0.14 -0.33
H 1.772 2.416 0.328 -0.12 -0.16 -0.14
O 6.475 0.889 1.007 -0.49 0.29 -0.01
H -2.414 1.618 -0.964 -0.14 -0.05 -0.05
H -3.376 -2.470 2.539 -0.01 0.02 0.05
H -5.504 -0.086 0.052 -0.08 -0.04 -0.01
H -0.911 0.013 -2.795 -0.05 -0.07 0.04
C 7.308 -0.208 0.688 1.23 -0.21 0.32
C -2.364 -2.211 2.227 -0.02 -0.22 0.17
C 4.113 1.359 0.508 0.34 -0.07 0.08
H -3.704 3.002 0.998 -0.02 0.04 -0.01
C 5.257 0.610 0.465 -0.26 -0.42 -0.31
S -0.206 -2.676 0.158 0.51 -0.64 0.15
N -2.418 -1.495 0.982 -0.06 0.13 -0.20
H -2.170 2.119 1.159 0.04 0.06 0.03
C 0.626 1.122 -0.736 0.42 -0.09 0.01
C -1.479 -1.616 0.027 -0.23 -0.15 0.05